No. 1
6
Properties=species:S:1:pos:R:3 method="wB97M-V/def2-TZVPD" total_energy_ha=-2831.0445 relative_energy_kcal_mol=71.31 homo_ev=-3.630 charge=-1
C 0.2853 -0.8431 -0.8352
Br 2.0855 -1.8188 -2.0622
N 0.1181 0.6132 0.9575
N -2.1591 1.1917 1.0685
N -1.0703 0.8484 0.9040
N 0.7405 0.0087 -0.0326

***

No. 2
57
Properties=species:S:1:pos:R:3 method="wB97M-V/def2-TZVPD" total_energy_ha=-1324.5436 relative_energy_kcal_mol=4.39 homo_ev=-8.095 smiles="COc1cc(OC)c(C(=O)N(CCc2ccccc2)Cc2ccccc2)cc1OC" charge=0
H -5.3080 -1.0064 -2.4014
C -5.8216 -0.4553 -1.6114
C -3.8715 0.4629 -0.5128
C 2.3073 -3.8475 -1.1520
H -1.3294 4.1328 2.6141
H 0.3707 -4.3714 -0.4071
H -2.0172 -3.0827 -1.0997
H 3.4886 -1.1695 2.6521
H 1.7496 -1.3956 2.9140
H 4.4016 -1.6251 0.2923
C 2.4586 -2.1270 1.0353
H 0.4759 3.0286 -0.0967
C 3.4413 -3.0785 -0.9487
H 2.1880 0.9503 2.5361
C -3.1717 -0.7442 -0.3164
C 1.8566 1.6388 -0.9591
H 0.0586 0.4832 -0.9018
C 1.3987 2.9134 -0.6461
C 1.0752 0.4311 -0.5054
H 4.2696 -3.1453 -1.6393
H 3.8677 4.7475 -2.0460
C -1.9647 -0.7081 0.3678
H 1.5495 -0.4846 -0.8768
H 2.2483 -4.5124 -2.0010
C -2.1107 1.6667 0.6560
O -3.7043 -1.9059 -0.8196
N 0.9975 0.3762 0.9402
C 3.0438 1.4953 -1.6637
H -3.8590 2.5599 -0.1878
H 0.5107 -2.8493 1.5298
H 3.0514 0.6144 1.0143
C -0.1485 0.4301 1.6475
C -1.8230 3.1806 2.4291
C 3.3044 3.8774 -1.7422
C 2.1216 4.0261 -1.0364
C 3.5154 -2.2246 0.1370
C 3.7637 2.6105 -2.0573
H -1.4076 2.4133 3.0874
H -3.6121 -3.8769 -1.0987
H 3.4033 0.5050 -1.9084
C 2.5088 -1.1489 2.1713
H -2.8968 3.2793 2.6201
H 1.7601 5.0133 -0.7898
C -3.3196 1.6413 -0.0208
O -0.1621 0.4183 2.8674
C 1.3303 -2.9100 0.8274
H -6.0742 -1.1397 -0.7990
O -5.0582 0.6387 -1.1537
H -1.4091 -1.6175 0.5294
C -1.4222 0.4745 0.8540
H -6.7345 -0.0136 -2.0108
O -1.5819 2.8751 1.0653
H -2.8912 -3.3435 0.4394
C -3.0032 -3.1085 -0.6239
C 2.2467 0.2824 1.6720
H 4.6857 2.4891 -2.6070
C 1.2532 -3.7647 -0.2585

***

No. 3
22
Properties=species:S:1:pos:R:3 method="wB97M-V/def2-TZVPD" total_energy_ha=-1915.4246 spin_multiplicity=3 relative_energy_kcal_mol=0.00 homo_ev="-20.554 / -20.557" charge=+3 s_squared=2.00
C -1.8802 1.2095 -1.7084
O -2.8702 1.7832 -1.5604
C 1.1511 0.5084 3.1217
O 2.0421 3.0817 -1.5512
O 0.1950 -0.0381 -5.4029
H 1.8085 0.6735 2.2718
N -1.8679 -0.5426 1.2313
N -0.1679 0.0610 2.6860
C 1.4619 2.0909 -1.6981
O 0.1717 0.0372 0.3975
C 0.2020 -0.0321 -4.2537
Tm 0.2501 -0.0145 -1.6982
O -1.6171 -3.0944 -1.5543
H -2.4585 -0.6792 2.0526
H -0.8841 -0.1194 3.4014
C -0.5834 -0.1411 1.4390
H 1.6033 -0.2416 3.7743
H -2.2096 -0.7052 0.2810
O 3.2954 -1.8797 -1.5417
H 1.0635 1.4436 3.6794
C -1.0242 -2.1110 -1.6913
C 2.3186 -1.2901 -1.6759

***

No. 4
14
Properties=species:S:1:pos:R:3 method="wB97M-V/def2-TZVPD" total_energy_ha=-374.1980 relative_energy_kcal_mol=157.89 homo_ev="-14.325 / -14.444" smiles="[H]/N=C(/C[O-])[N+](N)=[NH2+]" charge=+1
C 0.8598 -0.5825 -0.0104
C -0.3030 -1.4340 0.6632
N -0.8631 0.3708 -1.0697
H -0.1421 -2.4635 0.8094
H -1.8329 0.8497 -1.0237
N -0.0651 1.5617 0.7222
H -0.6954 -0.1558 -1.9531
O -1.4090 -1.1502 -0.0197
H -0.3289 -0.7745 1.6394
H 0.8169 2.0835 0.9300
H 2.6373 -0.3129 -0.7345
N 2.0182 -0.9198 -0.2597
N 0.1743 0.7080 -0.3128
H -0.8670 2.2195 0.6193

***

No. 5
15
Properties=species:S:1:pos:R:3 method="wB97M-V/def2-TZVPD" total_energy_ha=-320.9776 relative_energy_kcal_mol=196.84 homo_ev="-13.822 / -13.823" charge=+1
C -1.2237 0.7912 0.4651
H -3.0642 0.1846 -0.5517
H -1.2638 1.3064 1.4883
H 2.3891 1.4902 -0.5715
C -0.1686 -0.2180 0.2115
N 2.2993 -0.2171 0.8354
C 2.4716 0.3052 -0.4170
H -1.1697 -1.8660 0.6319
H 1.5253 0.0726 -0.9790
C -1.3261 -1.0585 -0.1615
N 1.2429 -0.6745 1.1013
N -2.2998 -0.0544 0.0767
H -1.5187 -1.6957 -1.0213
H 3.2795 -0.0606 -0.9578
H -1.1731 1.6946 -0.1505

***

No. 6
49
Properties=species:S:1:pos:R:3 method="wB97M-V/def2-TZVPD" total_energy_ha=-2329.1140 spin_multiplicity=2 homo_ev="-10.389 / -9.992" charge=+1 s_squared=0.83
H -3.1307 1.5253 -0.5428
C -0.2486 3.0047 -0.0727
H 2.0276 1.5630 3.0016
H 1.4978 1.2783 -3.8268
H 1.9981 -1.0418 -3.6902
C 0.9285 -2.4394 1.1718
Mn 0.3075 0.0789 -0.1009
C 1.7503 -1.1186 -2.6287
H 1.8850 -3.0329 -0.6451
H 1.8980 3.0501 0.3304
H -2.8272 -1.7176 -0.9966
H -0.0619 -2.4078 1.6292
H 0.3504 -3.8699 -0.3205
C -2.7548 -1.7751 0.0929
H 2.4228 -0.9276 2.9445
H 0.0958 3.0650 -2.8268
H -3.7684 -1.8800 0.4879
H -4.1593 0.7809 0.6822
C 0.8679 1.0703 -2.9583
H 1.5884 -3.0861 1.7548
O 0.9100 1.4835 1.2523
C 1.6203 -0.4513 2.3776
C 0.9495 2.8477 0.8374
H -0.2603 3.9974 -0.5277
C 1.9697 0.9876 2.0756
H 0.6682 -2.9830 -2.7576
O 1.5485 0.1808 -2.0656
H 1.5469 2.7537 -1.8431
H 2.6082 -1.5417 -2.1075
H -0.3515 -1.5522 -2.9470
H 0.8600 3.5106 1.7011
H 0.6829 -0.5112 2.9342
C 0.6014 2.3313 -2.1947
C -3.1537 1.1639 0.4882
H -1.1680 2.8547 0.4857
H -2.2079 -2.6919 0.3308
H 2.9208 1.0630 1.5395
H -3.0625 -0.5869 2.9672
C -2.0099 -0.4810 2.6888
Si -1.9109 -0.2351 0.8042
O 1.4610 -1.1114 1.1103
C 0.8702 -2.9111 -0.2579
C 0.5092 -1.9574 -2.4163
H -1.4948 -1.3711 3.0612
H -1.6195 0.3822 3.2372
H -3.0091 2.0198 1.1529
H -0.0739 0.6286 -3.2950
O -0.2378 1.9911 -1.0871
O 0.1661 -1.9300 -1.0305

***

No. 7
32
Properties=species:S:1:pos:R:3 method="wB97M-V/def2-TZVPD" total_energy_ha=-995.5712 relative_energy_kcal_mol=74.08 homo_ev=-7.517 smiles="C[C@@H]1CC2=C(S1)[C@@H]1NC(=O)CC[C@]1(C)C2" charge=0
N 1.3692 -0.5487 -2.4845
H -1.9725 -0.6472 0.4318
C -0.8423 -0.6982 0.4482
C -0.9592 -0.1293 -2.8001
C 0.4434 0.0424 -3.3269
H -0.1817 -3.5912 -1.1444
H -2.0632 -1.8018 -1.6996
H 0.1003 3.9230 0.8495
H 2.3156 -0.5707 -2.6818
O 0.8946 0.5812 -4.2900
H -0.6571 -2.1454 -2.6277
H -1.4852 0.8034 -2.2316
S 1.6792 2.2641 -0.0076
H -0.5959 -1.2423 1.3289
C 0.7725 0.8571 -0.2840
C 0.3476 -2.9131 -0.4707
C -0.5935 1.9496 1.3472
H -0.7240 1.7311 2.3902
H -1.7072 -0.3873 -3.6457
H 1.3467 -3.0865 -0.7504
C -0.1722 -1.3756 -0.7260
H 0.9421 3.7375 3.1523
C 1.1017 -0.5986 -1.0658
H 2.3059 3.4602 2.2431
C -0.2889 0.6851 0.5373
H -1.5569 2.4003 1.0296
H 1.9221 -0.9200 -0.4626
C 1.3283 3.1287 2.4291
H 0.2422 -3.2684 0.5349
H 1.4712 2.2011 3.0328
C -1.0401 -1.4312 -1.9200
C 0.4596 3.0274 1.2474

***

No. 8
13
Properties=species:S:1:pos:R:3 method="wB97M-V/def2-TZVPD" total_energy_ha=-286.5951 relative_energy_kcal_mol=22.92 homo_ev=-10.801 smiles=N#CCCCO charge=0
H 0.3405 -1.3051 -0.8998
C -0.8985 0.2287 -0.0282
N 2.0137 1.1885 -1.6964
O 0.3201 -1.4021 1.1826
C 0.2051 1.2701 0.2040
H 0.8715 -2.1889 1.1009
H -1.4234 0.4301 -0.9689
C 1.2223 1.2407 -0.8539
H -0.2155 2.2797 0.2547
H -1.6263 0.3188 0.7859
H 0.6987 1.0592 1.1576
H -1.1747 -1.9014 -0.1825
C -0.3474 -1.1883 -0.0481